Record 1
Density functional theory data (ωB97M-V/def2-TZVPD) for C14H33ClGdIN2O2P2 as an isolated structure in a non-equilibrium geometry.

Last column: Löwdin spin population.
Atoms and positions in Å:
C -0.1211 0.9937 -4.2029  0.0032
C 0.1629 -0.4011 -3.7547  0.0163
H -0.1024 1.6536 -3.3391  -0.0002
H -1.1322 1.0278 -4.6413  0.0006
H 0.6715 1.3351 -4.8902  -0.0002
O 0.1916 -0.7012 -2.5516  0.1202
I -0.1222 -3.3219 -2.3286  0.8226
Gd 0.2494 0.2242 1.2008  6.3300
P 2.9317 -0.1089 0.3657  -0.0619
C 4.2538 0.8436 1.2107  -0.0022
C 3.5932 -1.8059 0.5559  -0.0041
H 4.5875 -1.8846 0.0908  -0.0006
H 4.5020 0.1474 -1.4545  -0.0005
H 2.9171 -2.5184 0.0684  -0.0010
H 2.9381 -0.5476 -2.0268  0.0001
H 4.4663 0.4081 2.1960  -0.0002
H 3.6790 -2.0578 1.6212  -0.0009
C 3.4075 0.1947 -1.3701  -0.0020
H 5.1677 0.8350 0.5990  -0.0006
H 3.0678 1.1932 -1.6688  -0.0010
H 3.9191 1.8814 1.3410  -0.0006
P -2.4840 0.0104 0.4637  -0.0605
C -3.6863 0.9634 1.4773  -0.0038
C -3.0877 0.4724 -1.1993  -0.0017
H -2.7191 -2.3468 -0.0544  -0.0011
H -4.3120 -1.5928 0.2757  -0.0005
H -3.2241 -1.9903 1.6343  -0.0008
C -3.2601 -1.6440 0.5915  -0.0032
H -2.7903 -0.2863 -1.9317  0.0003
H -4.1818 0.5704 -1.1820  -0.0005
H -4.6744 0.9430 0.9891  -0.0009
H -3.3597 2.0066 1.5714  -0.0004
H -2.6544 1.4353 -1.4925  -0.0009
H -3.7753 0.5283 2.4805  -0.0003
Cl 0.5274 -1.4456 -5.0494  0.0171
C 0.1548 0.0254 4.6308  -0.0314
N -0.1788 1.4425 4.7981  -0.0017
C -0.8955 1.8292 6.0109  -0.0004
C -0.6667 3.3215 6.1863  -0.0001
C -1.1920 4.1104 4.9921  -0.0001
N -0.7155 3.4714 3.7693  -0.0005
C -0.8103 4.2311 2.5522  -0.0016
C -0.2941 2.2320 3.7038  -0.0082
O 0.0067 1.7306 2.5426  -0.0812
H 1.1490 -0.0796 4.1826  -0.0105
H -0.5521 -0.5272 3.9836  -0.0207
H 0.1810 -0.4328 5.6265  -0.0015
H -1.9915 1.6497 5.8720  -0.0001
H -0.4874 1.2339 6.8365  -0.0002
H 0.4112 3.5078 6.2915  0.0000
H -1.1963 3.6700 7.0779  0.0000
H -0.8069 5.1411 4.9878  0.0000
H -2.3023 4.0846 4.9913  0.0000
H -1.1907 5.2260 2.7655  -0.0001
H 0.1582 4.3169 2.0461  -0.0007
H -1.4667 3.7763 1.8086  -0.0010

Force components x, y, z for each atom (eV/Å):
C 0.1 0.4 0.1
C 0.3 0.8 2.2
H -0.1 0.0 0.1
H 0.5 0.1 -0.2
H -0.7 -0.2 -0.1
O 0.0 0.3 -2.4
I -0.1 -0.6 0.6
Gd 0.3 -1.5 -1.5
P 2.2 -0.6 -0.5
C -0.2 0.3 0.2
C -0.2 -0.2 0.2
H -0.3 0.1 0.2
H -0.3 -0.1 0.0
H 0.2 0.0 0.1
H 0.1 0.2 0.1
H -0.1 0.2 -0.2
H 0.0 0.0 -0.3
C -0.4 0.3 -0.3
H -0.3 0.0 0.3
H 0.1 -0.2 -0.1
H 0.3 -0.2 0.0
P -2.4 -0.4 -0.5
C 0.1 0.3 0.2
C 0.4 0.3 -0.3
H -0.2 0.0 0.2
H 0.3 0.0 0.1
H 0.0 0.0 -0.3
C 0.2 -0.2 0.2
H 0.0 0.1 0.1
H 0.3 -0.1 0.0
H 0.4 0.0 0.2
H -0.2 -0.2 0.0
H -0.1 -0.1 -0.1
H 0.0 0.1 -0.2
Cl 0.0 -0.4 -0.1
C 0.2 0.1 -0.1
N -0.3 -0.4 -0.7
C -0.5 0.5 -0.3
C 0.0 0.4 0.5
C -0.2 -0.5 0.5
N -0.2 0.3 -0.2
C 0.2 0.4 -1.3
C 0.2 -1.1 0.3
O -0.2 1.6 1.9
H 0.0 0.0 0.2
H 0.0 0.2 0.4
H 0.0 0.1 -0.4
H 0.7 -0.2 0.3
H -0.3 0.3 -0.1
H -0.3 0.0 0.2
H 0.3 0.0 0.0
H -0.3 -0.4 0.1
H 0.6 0.3 -0.1
H 0.1 0.0 0.1
H -0.1 0.1 0.3
H -0.2 -0.1 0.2

Its LUMO energy (alpha / beta) is -6.1 / -6.6 eV. As for the HOMO energy (alpha / beta): -14.133 / -12.594 eV. Its charge is +2. Its spin multiplicity is 8. As for the HOMO-LUMO gap (alpha / beta): 8.065 / 5.944 eV. Its expectation value of S² is 16.789. Its max |F| is 2.51 eV/Å.

Record 2
Density functional theory data (ωB97M-V/def2-TZVPD) for the molecule C3H4ClFS in a non-equilibrium geometry.

Last column: natural (NBO) charge in e.
Atoms and positions in Å:
F 0.6259 1.7356 -0.2950  -0.3413
C 0.1858 0.4673 -0.4874  0.1043
C 1.1982 -0.4662 0.0840  -0.3580
S 1.3678 -1.9866 -0.1729  0.1515
C -1.0215 0.1828 0.3436  -0.3913
Cl -1.8302 -1.2988 -0.2544  -0.0383
H 0.0253 0.2843 -1.6124  0.2007
H 1.9448 0.0456 0.7281  0.2135
H -1.7629 0.9802 0.2849  0.2361
H -0.7330 0.0556 1.3815  0.2228

Force components x, y, z for each atom (eV/Å):
F 0.0 1.1 0.2
C 0.3 -1.5 -1.8
C 1.7 2.2 0.2
S 0.3 -2.5 -0.5
C -1.6 0.3 0.0
Cl -0.1 0.3 0.3
H 0.1 0.3 1.7
H -0.7 0.0 -0.1
H 0.1 0.0 -0.1
H -0.1 -0.2 0.2

Its LUMO energy is -0.3 eV. As for the HOMO energy: -8.818 eV. Its charge is 0. As for the HOMO-LUMO gap: 8.547 eV. As for the SMILES: F[C@@H](C=S)CCl. Its max |F| is 2.76 eV/Å.

Record 3
Density functional theory data (ωB97M-V/def2-TZVPD) for the molecule C2H4Cl2O in a non-equilibrium geometry.

Last column: natural (NBO) charge in e.
Atoms and positions in Å:
O 0.6006 -1.5984 0.1261  -0.6388
C 0.6192 -0.2981 -0.2317  0.2582
Cl 1.7705 0.6755 1.2015  -0.2907
C -0.6892 0.6013 -0.3276  -0.4518
Cl -1.5509 0.7564 1.2589  -0.0477
H -0.0845 -1.7025 0.7451  0.4820
H 1.2684 -0.2258 -1.0304  0.1934
H -0.3393 1.5632 -0.8435  0.2482
H -1.5948 0.2284 -0.8984  0.2471

Force components x, y, z for each atom (eV/Å):
O 0.4 0.8 -1.4
C -0.8 1.0 2.7
Cl -1.1 -0.7 -1.5
C 0.1 -0.2 -0.8
Cl 0.7 0.3 -0.3
H -1.5 -0.6 1.7
H 1.1 0.6 -1.8
H -0.7 -1.1 1.4
H 1.8 -0.2 -0.1

Its LUMO energy is 0.5 eV. As for the HOMO energy: -10.505 eV. Its charge is 0. As for the HOMO-LUMO gap: 10.968 eV. As for the SMILES: O[C@H](Cl)CCl. Its max |F| is 3.01 eV/Å.

Values for relative energy (zero: lowest compared OMol25 entry of this formula, charge and spin), kcal per mole, ordered as above
0.0; 17.6; 16.8